DFT (ωB97M-V/def2-TZVPD) results for a structure of composition C6H10N2O4S3.

Geometry as XYZ:
```
25
Properties=species:S:1:pos:R:3:forces:R:3
H -0.825 1.104 -1.616 -0.159 -2.028 1.396
H 1.916 3.218 0.184 0.315 0.642 -0.195
S 1.081 -0.027 1.029 -0.818 3.030 -3.948
C -2.679 -0.265 0.171 -1.276 -2.630 2.113
H -3.282 0.536 -0.043 -1.449 2.202 -0.416
S 3.182 1.726 -1.203 0.235 0.382 -0.938
O 1.033 -0.225 2.396 -0.178 -1.365 3.377
H -1.419 -0.937 1.735 -0.129 0.363 0.728
H -1.783 -1.804 -0.843 0.859 -0.939 0.013
N -0.479 0.375 0.422 1.904 0.146 0.293
C -1.643 0.032 1.283 1.068 -2.719 -3.367
H -2.524 -0.767 -2.031 0.618 0.443 1.602
C -1.970 -0.774 -1.025 -0.218 0.615 -1.797
O 0.721 -1.983 0.487 -1.300 -1.638 0.298
O 2.414 -2.840 -0.629 0.140 -1.733 -0.781
N 1.814 -1.934 -0.156 0.982 1.668 0.242
C 1.780 2.201 -0.129 -1.889 0.512 -0.859
H 0.104 -0.394 -1.394 1.161 -0.578 -0.713
C 2.256 -0.646 -0.132 -2.026 -0.166 1.355
H -3.331 -1.110 0.512 0.124 0.987 0.057
C -0.733 0.091 -0.984 -0.135 1.973 -1.544
H -1.838 0.824 1.908 -0.688 1.447 1.662
H 0.744 2.149 -0.596 1.513 0.090 -0.414
S 3.807 -0.069 -0.384 0.582 0.845 0.135
O 1.653 1.518 1.037 0.763 -1.547 1.702
```
Positions in Å, forces in eV/Å.

The energy relative to the best compared isomer or geometry (same formula, charge and spin) is 37.9 kcal per mole. The LUMO energy comes out at -0.05 eV. Its HOMO-LUMO gap is 8.5432 eV. The calculation puts the highest occupied orbital energy at -8.59 eV.